Computed, not measured: a molecular structure, C46H53EuIN5S at a distorted geometry, with the ωB97M-V functional and the def2-TZVPD basis.

XYZ file:
```
107
Properties=species:S:1:pos:R:3
Eu -0.3043 -0.1450 -1.2069
I -3.5013 -0.5088 -1.3351
C -3.7753 1.4210 -2.3407
C -5.0733 1.8201 -2.4971
C -5.3547 2.9800 -3.2327
C -4.3328 3.6730 -3.8133
C -2.9917 3.2801 -3.6254
C -1.9521 4.0074 -4.2365
C -0.6517 3.6407 -4.0420
C -0.3419 2.5571 -3.2062
C -1.2951 1.7669 -2.5677
C -2.6584 2.1330 -2.8314
H -5.8802 1.2470 -2.0684
H -6.3791 3.2958 -3.3518
H -4.5397 4.5361 -4.4308
H -2.2057 4.8477 -4.8682
H 0.1435 4.1905 -4.5286
H 0.7183 2.3343 -3.0667
C -2.0319 -4.4706 -3.4835
C -1.5032 -4.6460 -2.0560
C -1.8508 -6.0327 -1.5023
C -0.0060 -4.4234 -2.0215
C 0.7780 -5.2401 -2.8269
C 2.1439 -5.0784 -2.9162
C 2.7447 -4.0397 -2.2330
C 1.9977 -3.1793 -1.4434
C 2.7107 -2.0509 -0.7341
C 3.6192 -1.2709 -1.6932
C 3.5023 -2.6291 0.4380
C 0.6174 -3.3958 -1.2886
N -0.1239 -2.5242 -0.4536
C -0.9221 -3.0606 0.4145
C -1.8136 -2.3835 1.2991
C -2.8164 -3.1915 1.8687
C -3.7271 -2.7118 2.7699
C -3.6177 -1.3860 3.2025
C -2.6169 -0.5901 2.7244
C -1.7060 -1.0163 1.7182
N -0.7880 -0.1600 1.2197
C -0.3391 0.8157 2.1269
C 0.4146 0.4055 3.2500
C 0.9249 1.3642 4.1099
C 0.7148 2.7153 3.8951
C -0.0378 3.1168 2.8086
C -0.5772 2.1889 1.9311
C -1.4587 2.6868 0.8108
C -2.7827 3.2374 1.3451
C -0.7641 3.7701 -0.0169
C 0.6677 -1.0581 3.5361
C -0.1371 -1.5293 4.7485
C 2.1500 -1.3420 3.7714
H -3.1195 -4.4342 -3.4704
H -1.7228 -5.2870 -4.1311
H -1.6507 -3.5397 -3.8986
H -2.0100 -3.8910 -1.4445
H -1.3989 -6.8100 -2.1148
H -2.9287 -6.1819 -1.4964
H -1.4785 -6.1508 -0.4845
H 0.2993 -6.0173 -3.4015
H 2.7367 -5.7343 -3.5374
H 3.8091 -3.8832 -2.3273
H 1.9655 -1.3475 -0.3199
H 4.5465 -1.8045 -1.8867
H 3.8764 -0.3010 -1.2696
H 3.1030 -1.1058 -2.6383
H 4.1959 -3.3916 0.0902
H 2.8289 -3.0921 1.1552
H 4.0691 -1.8440 0.9319
H -0.9333 -4.1527 0.5233
H -2.8674 -4.2257 1.5524
H -4.5116 -3.3440 3.1524
H -4.3218 -0.9925 3.9239
H -2.5212 0.4214 3.0918
H 1.4829 1.0582 4.9843
H 1.1178 3.4503 4.5802
H -0.2342 4.1688 2.6515
H -1.6841 1.8396 0.1415
H -2.6054 4.0569 2.0415
H -3.3505 2.4653 1.8586
H -3.3796 3.6070 0.5128
H -0.6966 4.7018 0.5451
H -1.3358 3.9718 -0.9216
H 0.2407 3.4523 -0.2978
H 0.3538 -1.6444 2.6711
H 0.1336 -0.9492 5.6270
H 0.0754 -2.5781 4.9457
H -1.2043 -1.4206 4.5756
H 2.4778 -0.9198 4.7175
H 2.7558 -0.9292 2.9690
H 2.3135 -2.4165 3.8102
N 0.4979 -1.7215 -4.2565
C 0.4062 -1.1211 -3.2680
S 2.1167 1.3146 -0.0342
C 3.0488 2.6334 0.3948
N 3.5687 3.4448 -0.5385
C 4.4329 4.5673 -0.2404
C 4.0896 5.0845 1.1521
C 4.1893 3.9239 2.1350
N 3.3258 2.8570 1.6850
H 3.3389 3.2382 -1.4962
H 4.2745 5.3449 -0.9906
H 5.4849 4.2558 -0.2882
H 3.0658 5.4587 1.1387
H 4.7559 5.8943 1.4426
H 3.8814 4.2304 3.1355
H 5.2276 3.5693 2.1874
H 2.8782 2.2528 2.3591
```

For the HOMO energy (alpha / beta), the calculation gives -3.11 / -4.41 eV. The multiplicity is 8. The value obtained for the LUMO energy (alpha / beta) is 2.019 / 2.018 eV. As for the total charge: -1.